[1]
An isolated molecule of C3H6ClNO at a distorted geometry, computed with wB97M-V/def2-TZVPD.

The geometry in XYZ format:
```
12
Properties=species:S:1:pos:R:3:forces:R:3:nbo_charge:R:1
C -0.733 0.081 1.273 -0.508 1.259 -1.168 0.53
C 0.380 -0.548 -1.371 0.466 -0.834 3.866 -0.62
C 0.386 0.744 -0.653 -0.583 1.020 -1.379 -0.07
N 0.315 -0.354 1.775 1.079 0.832 -0.414 -0.73
O -0.823 0.811 0.059 -0.922 -1.949 4.216 -0.50
Cl -2.261 -0.140 2.076 -0.399 0.488 -0.402 -0.02
H -0.549 -0.568 -1.769 -2.723 -0.606 -1.840 0.21
H 1.130 -0.563 -2.034 2.656 -0.347 -2.791 0.21
H 0.488 -1.391 -0.667 0.048 0.268 -0.302 0.21
H 0.137 1.503 -1.401 0.965 0.321 0.029 0.19
H 1.251 0.962 -0.055 0.284 0.202 0.279 0.20
H 0.281 -0.537 2.767 -0.363 -0.655 -0.093 0.38
```
Forces are in eV/Å.

Properties
Kohn-Sham gap = 11.29 eV
highest occupied orbital energy = -10.40 eV

[2]
A cluster of 3 separate species, C3H6ClNO2 in total at a distorted geometry, computed with wB97M-V/def2-TZVPD.

The geometry in XYZ format:
```
13
Properties=species:S:1:pos:R:3:forces:R:3:nbo_charge:R:1
C 2.998 3.317 -1.977 0.216 2.442 1.578 1.02
C 0.179 -1.335 2.490 0.309 -1.917 3.312 -0.31
C -2.401 -0.866 -0.538 -1.092 -1.874 -2.680 -0.43
N 0.303 -0.782 1.293 2.600 -1.044 -4.560 -0.81
O 3.057 4.333 -1.446 0.018 1.435 0.463 -0.52
O 2.954 2.296 -2.442 -0.236 -3.877 -2.037 -0.50
Cl -2.803 0.471 0.288 -0.342 2.206 1.534 0.06
H -0.554 -1.033 3.237 0.262 -0.025 -0.394 0.18
H 0.804 -2.289 2.633 -1.318 1.715 0.020 0.17
H -2.969 -0.934 -1.504 1.029 -0.028 0.801 0.18
H -2.322 -1.783 0.006 0.432 -0.286 0.374 0.19
H 1.054 -1.342 0.805 -1.382 1.288 0.228 0.37
H 0.257 0.126 0.834 -0.496 -0.033 1.362 0.40
```
Forces are in eV/Å.

Properties
Kohn-Sham gap (spin up / spin down) = 8.70 / 5.92 eV
highest occupied orbital energy (spin up / spin down) = -8.44 / -5.96 eV

| no. | calculated total energy (eV) |
| --- | --- |
| 1 | -19267.223 |
| 2 | -21312.037 |